(1)
A cluster of 2 separate species, C3H9FP in total in a non-equilibrium geometry, computed with wB97M-V/def2-TZVPD.

Bonds (Å) are listed after each position.
Geometry (Å):
1 C -2.81 0.37 -0.05  H6 1.075, H7 1.074, H8 1.076
2 C 0.93 -1.47 0.71  P5 1.823, H9 1.086, H10 1.090, H11 1.094
3 C 1.49 0.92 -0.99  P5 1.825, H12 1.095, H13 1.094, H14 1.087
4 F 0.36 1.01 1.37  P5 1.604
5 P 0.24 0.09 0.06  C2 1.823, C3 1.825, F4 1.604
6 H -2.89 0.54 -1.11  C1 1.075
7 H -2.77 1.20 0.62  C1 1.074
8 H -3.02 -0.61 0.34  C1 1.076
9 H 1.05 -2.20 -0.08  C2 1.086
10 H 0.28 -1.87 1.49  C2 1.090
11 H 1.90 -1.24 1.16  C2 1.094
12 H 2.46 0.76 -0.51  C3 1.095
13 H 1.28 1.99 -1.02  C3 1.094
14 H 1.50 0.52 -2.00  C3 1.087

For the LUMO energy (alpha / beta), the calculation gives -7.2177 / -6.2258 eV. Its net charge is +1. As for the HOMO energy (alpha / beta): -14.3323 / -14.6206 eV. Its energy above the lowest of the compared OMol25 structures with the same formula, charge and spin is 74.43 kcal/mol. The multiplicity is 1.

---

(2)
The ion C3H9IN with charge +1 in a non-equilibrium geometry, computed with wB97M-V/def2-TZVPD.

Bonds (Å) are listed after each position.
Geometry (Å):
1 C 1.25 0.79 0.10  C3 1.508, H6 1.120, H7 1.148, H8 1.077
2 C -1.12 0.71 -0.43  C3 1.490, I5 2.166, H9 1.025, H10 1.101
3 C -0.06 0.12 0.43  C1 1.508, C2 1.490, N4 1.604, H11 1.067
4 N 0.12 -1.44 0.09  C3 1.604, H12 1.108, H13 0.960, H14 1.019
5 I -3.09 -0.18 -0.23  C2 2.166
6 H 1.51 0.71 -0.99  C1 1.120
7 H 1.25 1.85 0.54  C1 1.148
8 H 1.95 0.28 0.75  C1 1.077
9 H -1.01 1.73 -0.34  C2 1.025
10 H -0.74 0.53 -1.45  C2 1.101
11 H -0.42 0.01 1.43  C3 1.067
12 H -0.75 -1.87 0.63  N4 1.108
13 H 0.99 -1.68 0.39  N4 0.960
14 H 0.12 -1.57 -0.92  N4 1.019

As for the SMILES: C[C@H]([NH3+])CI. For the LUMO energy, the calculation gives -3.6762 eV. Its net charge is +1. As for the HOMO energy: -13.6844 eV. Its energy above the lowest of the compared OMol25 structures with the same formula, charge and spin is 13.67 kcal/mol. The multiplicity is 1.

---

Please write out number 2 again, unchanged.
The ion C3H9IN with charge +1 in a non-equilibrium geometry, computed with wB97M-V/def2-TZVPD.

Bonds (Å) are listed after each position.
Geometry (Å):
1 C 1.25 0.79 0.10  C3 1.508, H6 1.120, H7 1.148, H8 1.077
2 C -1.12 0.71 -0.43  C3 1.490, I5 2.166, H9 1.025, H10 1.101
3 C -0.06 0.12 0.43  C1 1.508, C2 1.490, N4 1.604, H11 1.067
4 N 0.12 -1.44 0.09  C3 1.604, H12 1.108, H13 0.960, H14 1.019
5 I -3.09 -0.18 -0.23  C2 2.166
6 H 1.51 0.71 -0.99  C1 1.120
7 H 1.25 1.85 0.54  C1 1.148
8 H 1.95 0.28 0.75  C1 1.077
9 H -1.01 1.73 -0.34  C2 1.025
10 H -0.74 0.53 -1.45  C2 1.101
11 H -0.42 0.01 1.43  C3 1.067
12 H -0.75 -1.87 0.63  N4 1.108
13 H 0.99 -1.68 0.39  N4 0.960
14 H 0.12 -1.57 -0.92  N4 1.019

As for the SMILES: C[C@H]([NH3+])CI. For the LUMO energy, the calculation gives -3.6762 eV. Its net charge is +1. As for the HOMO energy: -13.6844 eV. Its energy above the lowest of the compared OMol25 structures with the same formula, charge and spin is 13.67 kcal/mol. The multiplicity is 1.

---

Q: Which value of multiplicity does entry 2 give?
A: 1

---

Q: What is the net charge in the second record?
A: +1